Record 1
DFT (ωB97M-V/def2-TZVPD) results for C21H26FeN3O6PS3 as an isolated structure at a distorted geometry.

The geometry in XYZ format:
```
61
Properties=species:S:1:pos:R:3:forces:R:3:lowdin_charge:R:1
Fe -0.128460 0.231085 -0.622393 0.9 -1.2 0.9 0.540
C 4.050760 1.098330 -1.618341 0.0 -0.1 0.0 -0.093
O 4.505362 1.626084 -0.374739 -0.2 0.0 0.1 -0.105
C 3.849029 1.381860 0.813538 0.2 0.0 -0.1 -0.202
C 4.546803 1.808258 1.924541 -0.1 -0.1 0.0 -0.051
C 4.036112 1.654430 3.215228 0.1 0.0 0.1 -0.146
C 2.805075 1.064950 3.378228 -0.1 0.0 0.1 -0.100
C 2.058041 0.623608 2.278770 0.3 0.3 -0.4 -0.148
C 0.789870 -0.022452 2.516099 -0.1 -0.2 0.1 -0.094
N 0.050523 -0.508178 1.593307 0.0 0.3 -0.7 -0.046
N -1.002540 -1.280160 1.988557 -0.5 -0.4 0.4 0.048
C -1.675665 -1.720707 0.951817 0.4 0.4 0.1 -0.476
O -1.480351 -1.410893 -0.269138 0.2 0.2 -0.2 -0.138
C -2.743364 -2.714632 1.259260 -0.3 -0.2 0.0 -0.132
C -3.320491 -3.441751 0.221016 0.1 0.1 0.0 -0.023
C -4.296582 -4.391934 0.479965 -0.1 -0.1 0.0 -0.102
C -4.718011 -4.623688 1.782044 0.0 0.0 0.0 -0.126
C -4.158999 -3.889432 2.822133 0.0 -0.1 0.0 -0.110
C -3.180115 -2.944377 2.564318 0.1 0.0 0.0 -0.040
C 2.557833 0.766160 0.941471 -0.2 -0.1 0.3 -0.291
O 1.899365 0.347466 -0.075752 0.0 0.2 -0.8 -0.181
H 4.790955 1.429529 -2.349584 0.0 0.0 0.0 0.080
H 4.019029 0.007348 -1.603978 0.0 0.0 0.0 0.088
H 3.070458 1.465300 -1.900645 -0.1 0.0 0.0 0.045
H 5.513746 2.270532 1.760831 0.0 0.0 0.0 0.102
H 4.617682 1.985574 4.067532 0.0 0.0 0.0 0.077
H 2.397892 0.926530 4.375672 0.0 0.0 0.0 0.092
H 0.471670 -0.142316 3.557111 0.1 -0.2 0.0 0.111
H -2.982840 -3.245887 -0.788984 0.0 0.0 0.1 0.089
H -4.732472 -4.952540 -0.339179 0.0 0.0 0.0 0.091
H -5.482919 -5.365410 1.982723 0.0 0.0 0.0 0.085
H -4.493004 -4.060041 3.839428 0.0 0.0 0.0 0.088
H -2.727210 -2.369070 3.359380 0.0 0.0 0.0 0.098
O -2.769897 3.425681 0.619793 0.1 0.0 -0.5 -0.625
S -2.198389 2.844801 -0.615225 0.8 -0.7 0.8 0.661
N -1.130853 1.824501 -0.497748 -1.6 1.6 -0.1 -0.496
C -2.949836 0.429006 -3.702040 0.2 -0.1 -0.1 -0.090
C -2.578911 -0.941144 -4.253556 -0.2 -0.1 0.3 -0.460
C -2.546318 -1.987043 -3.146532 0.1 0.1 -0.3 -0.068
O -1.332509 -0.986784 -4.965901 0.4 0.2 0.0 -0.336
P -0.098843 0.088192 -4.922862 -0.4 -0.4 -0.1 -0.157
S -0.497718 1.687385 -5.988606 0.0 0.0 0.2 0.136
S 0.632025 0.284491 -3.065330 0.2 0.0 -0.3 0.341
O 0.944121 -0.757674 -5.822709 0.2 0.0 0.2 -0.354
C 1.377717 -2.125587 -5.768961 -0.2 -0.1 -0.1 -0.457
C 0.640537 -2.871076 -6.876541 0.1 0.1 0.0 -0.062
C 1.232062 -2.842553 -4.434083 0.0 0.3 0.0 -0.077
H -3.949463 0.389786 -3.264165 0.0 -0.1 0.0 0.082
H -2.932918 1.172747 -4.495228 0.0 0.1 0.0 0.041
H -2.241505 0.728082 -2.926596 -0.1 0.1 0.0 0.025
H -3.326051 -1.234768 -5.001592 0.1 0.0 0.0 0.130
H -1.807347 -1.722316 -2.389178 -0.1 0.0 -0.1 0.044
H -2.292852 -2.966250 -3.559968 0.0 0.0 0.0 0.076
H -3.527011 -2.047193 -2.668671 0.0 0.0 0.0 0.078
H 2.442862 -2.077552 -6.019675 0.0 0.0 0.0 0.132
H -0.429406 -2.851867 -6.667241 0.0 0.0 0.0 0.075
H 0.980099 -3.907723 -6.938969 0.0 0.0 0.0 0.070
H 0.816123 -2.377340 -7.833605 0.0 0.0 0.0 0.075
H 0.181097 -2.940531 -4.164630 0.0 0.0 0.0 0.064
H 1.731768 -2.291753 -3.643339 0.0 0.0 0.1 0.046
H 1.678639 -3.836994 -4.515981 0.0 0.0 -0.1 0.076
```
Positions in Å, forces in eV/Å.

- Lowest unoccupied orbital energy (alpha / beta): 4.50 / 4.50 eV
- HOMO-LUMO gap (alpha / beta): 6.37 / 6.49 eV
- Highest occupied orbital energy (alpha / beta): -1.86 / -1.99 eV
- Spin multiplicity: 5
- Total charge: -2



Record 2
DFT (ωB97M-V/def2-TZVPD) results for C21H26FeNO5 as an isolated structure at a distorted geometry.

The geometry in XYZ format:
```
54
Properties=species:S:1:pos:R:3:forces:R:3:lowdin_charge:R:1
O -4.298884 -0.801595 1.215614 2.0 0.0 -1.6 0.102
C -3.283410 -0.829217 0.650214 -2.8 0.4 2.2 -0.157
Fe -1.577506 -1.083037 0.174203 1.2 1.2 0.0 0.171
C -1.135691 -2.059590 1.610177 0.0 -0.5 1.6 -0.182
O -0.921732 -2.624332 2.586418 -0.1 0.2 -0.8 0.131
C -1.842449 -2.516231 -0.813280 -0.6 -3.6 -1.9 -0.196
O -2.078242 -3.582667 -1.222679 0.5 2.4 0.8 0.091
C 1.611199 1.981740 2.507119 -2.4 -3.2 0.2 -0.117
C 0.249057 2.237120 1.868847 0.3 0.4 -0.1 -0.161
C 0.023375 1.449132 0.620778 0.0 -2.1 -0.6 -0.024
C 0.466235 0.124504 0.552585 0.3 1.8 -0.2 -0.164
C 1.221933 -0.350999 1.688108 0.6 0.2 -0.3 -0.069
C 1.851591 0.564962 2.528853 0.3 0.9 1.4 -0.080
H 1.857626 2.543538 3.387170 0.0 0.2 0.5 0.118
H -0.498549 1.930284 2.621258 0.0 0.1 -0.1 0.150
H 0.055865 3.278286 1.647991 -0.1 0.3 0.1 0.093
H -0.563011 1.868363 -0.201283 0.4 0.0 0.2 0.117
H 0.589584 -0.395621 -0.432186 -0.7 0.2 0.7 0.134
H 1.451900 -1.414054 1.778438 0.0 0.4 0.0 0.118
H 2.541252 0.157006 3.298258 -0.5 0.3 -0.8 0.127
C 5.409578 -0.545400 -0.357417 0.1 -0.4 -0.4 -0.019
O 6.121250 0.278985 0.588096 -0.4 0.6 0.6 -0.002
C 5.273178 0.794381 1.489003 -1.1 -1.3 -1.0 -0.413
O 4.088064 0.492166 1.439788 1.5 1.0 0.5 0.065
C 5.941909 1.652514 2.538113 -0.1 -0.5 -1.0 -0.155
C 6.684915 0.766726 3.539610 0.5 -0.4 -0.5 -0.086
C 6.268119 1.220164 4.926118 0.1 0.0 0.6 -0.122
C 5.267806 2.356810 4.747010 0.4 0.3 0.5 -0.111
N 4.994363 2.414754 3.320866 -0.7 0.9 -0.5 0.005
C 4.339594 3.525016 2.802569 -0.1 0.4 0.7 -0.149
C 3.228319 3.401275 1.946987 2.1 0.5 -2.5 0.019
C 2.518157 4.643145 1.463465 -0.2 0.2 0.2 -0.123
C 2.973153 6.004143 2.032019 -0.3 0.1 0.4 -0.179
C 4.433734 6.058020 2.421446 0.2 -0.5 -0.5 -0.184
C 4.762252 4.881329 3.336283 -0.4 0.1 1.0 -0.124
H 6.169213 -0.915018 -1.044176 -0.1 0.0 0.1 0.104
H 4.909420 -1.366442 0.169232 0.2 0.2 -0.2 0.105
H 4.651016 0.051255 -0.878269 0.3 -0.2 0.1 0.103
H 6.635221 2.312417 1.984581 -0.2 0.0 0.4 0.181
H 6.466469 -0.290702 3.375949 0.0 0.1 0.0 0.133
H 7.746497 0.900968 3.351398 0.1 -0.1 0.2 0.129
H 5.823674 0.404417 5.492692 0.1 0.0 0.0 0.120
H 7.132151 1.576928 5.483490 -0.1 -0.1 0.1 0.121
H 4.341049 2.195066 5.313276 0.1 0.1 -0.3 0.142
H 5.704148 3.294260 5.114992 -0.1 -0.1 -0.1 0.125
H 3.197181 2.527419 1.287579 0.1 0.5 0.4 0.119
H 2.533834 4.714339 0.359992 0.1 -0.5 0.4 0.145
H 1.467589 4.498782 1.732752 0.0 0.2 -0.3 0.099
H 2.740413 6.797861 1.320394 0.0 -0.2 -0.1 0.121
H 2.380304 6.232120 2.920641 0.0 0.0 0.1 0.120
H 5.050613 5.980797 1.526380 0.1 0.0 -0.2 0.121
H 4.693273 7.012194 2.896101 -0.1 -0.3 0.0 0.128
H 4.258407 5.060880 4.295845 0.0 0.1 0.1 0.134
H 5.833919 4.886080 3.578120 -0.2 -0.3 -0.2 0.130
```
Positions in Å, forces in eV/Å.

- Lowest unoccupied orbital energy (alpha / beta): -3.06 / -6.53 eV
- HOMO-LUMO gap (alpha / beta): 7.17 / 4.19 eV
- Highest occupied orbital energy (alpha / beta): -10.23 / -10.71 eV
- Spin multiplicity: 5
- Total charge: +1
- Energy relative to the best compared isomer or geometry (same formula, charge and spin): 24.34 kcal per mole



Record 3
DFT (ωB97M-V/def2-TZVPD) results for C21H26GeNO7RuSe as an isolated structure at a distorted geometry.

The geometry in XYZ format:
```
58
Properties=species:S:1:pos:R:3:forces:R:3:lowdin_charge:R:1
Ru 0.589706 1.379480 0.291690 1.4 -0.2 -0.7 1.565
O 7.162154 -0.355063 0.716163 1.6 -0.1 -0.2 0.064
C 6.389964 -1.292114 0.698834 -3.6 1.1 0.6 -0.683
O 6.254536 -2.496909 0.828113 1.4 -0.9 -0.1 0.042
C 4.877884 -0.663747 0.626611 2.7 -1.1 0.0 -0.039
C 3.956224 -1.043096 1.583062 -1.3 0.6 0.0 0.038
C 2.703697 -0.474213 1.504268 0.4 -0.6 0.6 -0.080
N 2.400038 0.384971 0.518167 -1.9 0.8 0.1 -0.061
C 3.319331 0.728211 -0.402298 0.6 0.3 -0.5 -0.187
C 4.595262 0.232977 -0.383493 -1.3 0.7 -0.2 0.094
C 2.849919 1.709583 -1.420763 0.4 -0.4 -0.3 -0.518
O 3.522131 2.029495 -2.348139 -0.3 0.4 -0.1 0.182
O 1.576433 2.121881 -1.206862 -0.7 -0.1 0.8 -0.222
H 4.189713 -1.765545 2.350885 0.1 -0.1 -0.1 0.136
H 1.913749 -0.703016 2.204245 -0.1 0.1 0.0 0.105
H 5.309045 0.561557 -1.125145 0.2 -0.1 0.1 0.152
C -1.491392 -0.655465 6.447180 0.0 0.1 -0.1 -0.029
O -2.450386 0.299883 5.974640 0.1 0.1 -0.3 -0.029
C -2.274332 0.830207 4.763392 -0.1 -0.3 0.8 -0.242
C -3.220100 1.809599 4.394066 0.0 0.0 -0.1 0.038
C -3.105610 2.390177 3.174083 -0.1 0.1 -0.1 0.012
C -2.061531 2.049703 2.265373 -0.4 0.6 -0.4 -0.107
C -1.987996 2.726335 1.007908 -0.5 0.1 0.5 -0.320
C -3.031336 3.700849 0.561610 -0.1 0.0 0.1 0.023
O -1.045853 2.565479 0.183755 0.9 -0.3 -0.3 -0.158
C -1.142029 1.070479 2.670506 0.8 -0.5 -0.2 -0.269
O -0.120887 0.642105 1.892020 -0.4 0.3 0.1 -0.255
C -1.245736 0.462493 3.907410 0.0 -0.1 0.0 0.071
H -1.786081 -0.903468 7.459119 -0.1 0.0 0.0 0.103
H -0.495323 -0.214074 6.454092 0.0 0.0 0.0 0.103
H -1.510495 -1.550270 5.825753 0.0 0.0 0.0 0.103
H -4.005830 2.075271 5.087873 0.0 0.0 0.0 0.138
H -3.826377 3.146048 2.893084 0.1 0.0 0.0 0.123
H -2.956608 4.615520 1.156398 0.0 0.0 0.0 0.118
H -4.033924 3.295614 0.693041 0.0 0.0 0.0 0.103
H -2.862458 3.946322 -0.481365 0.0 0.0 0.0 0.101
H -0.522070 -0.293981 4.168451 0.0 0.0 0.0 0.124
C 0.414962 -3.254838 -5.027025 0.2 -0.3 0.0 -0.206
Ge -0.474304 -1.664886 -4.415862 -0.2 0.1 -0.6 0.712
C -2.384510 -1.911553 -4.323631 -0.3 0.0 0.1 -0.220
C -0.023649 -0.083369 -5.424099 0.0 0.3 -0.1 -0.204
C 0.191352 -1.336156 -2.599228 0.3 0.2 0.9 -0.531
Se -0.842349 0.027115 -1.662317 0.1 -0.3 -0.2 1.012
C -1.940302 -1.115852 -0.546844 0.0 0.0 0.0 -0.332
H 0.128848 -3.492663 -6.052634 0.0 0.0 0.1 0.035
H 0.139661 -4.094932 -4.386702 0.1 0.0 -0.1 0.030
H 1.497991 -3.122903 -4.992800 0.0 -0.1 0.0 0.033
H -2.799500 -1.923370 -5.332622 0.0 0.0 0.1 0.034
H -2.854808 -1.089892 -3.778505 -0.1 0.0 0.0 0.009
H -2.636576 -2.857569 -3.839334 0.0 0.1 0.0 0.031
H -0.642372 -0.010381 -6.319561 0.1 0.0 0.0 0.032
H 1.025228 -0.095925 -5.724636 -0.1 0.0 0.0 0.035
H -0.200008 0.808469 -4.817300 0.0 0.0 -0.1 0.018
H 1.215305 -0.961774 -2.656357 0.0 0.0 0.0 0.028
H 0.194536 -2.242427 -1.992247 0.0 0.1 0.1 0.039
H -2.545534 -1.748256 -1.191960 0.0 0.0 0.0 0.036
H -2.587577 -0.476085 0.048639 0.0 0.0 0.0 0.029
H -1.309827 -1.716030 0.101293 0.0 0.0 0.0 0.042
```
Positions in Å, forces in eV/Å.

- Lowest unoccupied orbital energy (alpha / beta): -4.26 / -6.91 eV
- HOMO-LUMO gap (alpha / beta): 5.89 / 3.06 eV
- Highest occupied orbital energy (alpha / beta): -10.15 / -9.97 eV
- Spin multiplicity: 5
- Total charge: +1
- Energy relative to the best compared isomer or geometry (same formula, charge and spin): 30.62 kcal per mole



Record 4
DFT (ωB97M-V/def2-TZVPD) results for one molecule with the formula C21H26N2O6S.

The geometry in XYZ format:
```
56
Properties=species:S:1:pos:R:3:forces:R:3:lowdin_charge:R:1
C 3.181475 -1.630933 -2.043842 -0.4 -0.1 0.0 -0.064
C 1.845189 -1.918282 -2.718008 0.5 0.2 -0.3 -0.240
O 0.858898 -2.450419 -1.840142 -0.4 0.0 0.5 -0.082
C 0.394371 -1.552553 -0.888675 0.0 0.2 -0.1 -0.220
C 1.009192 -1.444935 0.347410 -0.3 0.1 -0.1 0.059
C 0.553573 -0.532094 1.289324 -0.4 0.1 -0.3 -0.203
N 1.103926 -0.444871 2.568448 -0.2 0.0 0.4 0.073
C 2.521185 -0.242993 2.758031 0.4 0.0 -0.6 -0.315
C 2.790257 -0.190928 4.246172 -0.3 0.7 -0.1 -0.141
S 2.133822 1.467383 4.664862 0.3 0.3 0.2 0.690
O 0.746004 1.358827 5.024979 -0.4 -0.2 -0.2 -0.314
O 3.004315 2.137526 5.588019 0.4 0.0 0.0 -0.315
C 2.280699 2.202066 2.997576 0.1 -0.4 0.5 -0.127
C 3.013099 1.129751 2.197264 0.1 -0.5 0.1 -0.364
O 2.854745 1.245778 0.811808 -0.1 0.2 -0.3 0.003
C -0.545465 0.291915 0.963872 0.4 -0.2 0.0 -0.198
O -0.847956 1.235341 1.906523 0.2 -0.3 0.0 -0.076
C -2.075985 1.936376 1.823689 -0.4 0.3 0.1 -0.237
C -2.156250 2.837048 3.046622 0.1 -0.3 -0.3 -0.055
C -1.200332 0.142378 -0.244467 -0.1 0.1 0.0 0.075
C -0.735720 -0.778220 -1.179728 0.2 0.0 0.3 -0.139
N -1.348504 -0.990236 -2.413356 0.2 -0.5 -0.3 0.155
C -2.367952 -0.301410 -2.997278 0.1 0.0 0.0 -0.411
O -2.886229 0.689098 -2.518002 0.0 0.1 0.0 0.077
C -2.782940 -0.850725 -4.321748 -0.2 0.0 -0.3 -0.136
C -3.302147 0.042701 -5.254879 0.1 0.0 0.2 -0.017
C -3.709450 -0.400357 -6.498736 0.0 0.0 0.0 -0.072
C -3.616789 -1.745249 -6.817642 0.0 -0.1 0.0 -0.083
C -3.124352 -2.644091 -5.885782 0.0 -0.1 -0.1 -0.079
C -2.706269 -2.203300 -4.642808 0.0 0.1 0.1 -0.034
H 3.085361 -0.827328 -1.317068 0.1 0.1 0.0 0.061
H 3.545548 -2.523686 -1.541450 0.1 -0.1 0.1 0.081
H 3.904871 -1.332518 -2.797665 0.1 0.0 -0.1 0.078
H 1.468752 -1.001102 -3.193992 0.0 -0.1 0.0 0.124
H 1.967666 -2.689491 -3.483457 0.0 0.1 0.0 0.123
H 1.842755 -2.087918 0.576087 0.1 -0.1 0.0 0.131
H 0.546599 0.150181 3.173452 -0.1 -0.1 -0.1 0.097
H 3.067471 -1.049685 2.257500 0.1 0.1 0.2 0.153
H 3.845182 -0.209673 4.497197 0.1 0.1 0.0 0.111
H 2.237607 -0.942597 4.799240 -0.1 0.0 0.1 0.116
H 2.825216 3.136266 3.071646 0.0 0.1 0.1 0.112
H 1.274757 2.370278 2.617742 -0.1 -0.1 0.0 0.097
H 4.093144 1.207478 2.364840 -0.1 0.0 0.1 0.160
H 1.914229 1.174584 0.595801 0.1 0.0 0.0 0.085
H -2.907214 1.220319 1.811965 0.1 0.0 -0.1 0.133
H -2.112714 2.531209 0.901665 0.0 -0.1 0.1 0.128
H -3.140781 3.290709 3.108430 -0.1 0.1 0.0 0.077
H -1.967177 2.254709 3.944890 0.0 0.0 0.1 0.078
H -1.407202 3.622650 2.988556 0.1 0.1 0.0 0.077
H -2.056699 0.742107 -0.498831 0.0 0.1 0.0 0.100
H -0.948213 -1.772607 -2.916484 -0.1 0.2 0.0 0.127
H -3.376058 1.084760 -4.982718 0.0 0.1 0.0 0.118
H -4.103046 0.301164 -7.219034 0.0 0.1 -0.1 0.105
H -3.936674 -2.095472 -7.787813 0.0 0.0 -0.1 0.103
H -3.068677 -3.695365 -6.127174 0.0 -0.1 0.0 0.104
H -2.353590 -2.925111 -3.919400 0.0 -0.1 0.1 0.113
```
Positions in Å, forces in eV/Å.

- SMILES: CCOc1cc(N[C@@H]2CS(=O)(=O)C[C@@H]2O)c(OCC)cc1NC(=O)c1ccccc1
- Lowest unoccupied orbital energy: 0.54 eV
- HOMO-LUMO gap: 8.23 eV
- Highest occupied orbital energy: -7.68 eV
- Spin multiplicity: 1
- Energy relative to the best compared isomer or geometry (same formula, charge and spin): 24.65 kcal per mole



> Number 2 is which compound?

C21H26FeNO5